(1)
{"formula": "C4H7N3O2", "method": "ωB97M-V/def2-TZVPD", "symbols": ["C", "C", "C", "N", "C", "O", "O", "N", "N", "H", "H", "H", "H", "H", "H", "H"], "xyz": [[1.32, 0.12, -0.21], [0.47, 1.10, 0.22], [-1.09, -0.06, -0.24], [-1.90, -0.36, 0.82], [0.59, -1.12, -0.32], [2.66, 0.19, -0.48], [0.43, -1.93, 0.78], [0.37, 2.34, 0.34], [-1.58, 0.24, -1.37], [2.87, 1.09, -0.78], [0.82, -1.49, 1.54], [-2.84, -0.63, 0.57], [-1.50, -0.90, 1.57], [-0.44, 2.70, 0.83], [-0.86, 0.44, -2.06], [0.69, -1.74, -1.21]], "lowdin_charge": [-0.339, -0.210, -0.437, 0.105, -0.140, 0.071, 0.014, 0.134, 0.124, 0.116, 0.120, 0.099, 0.078, 0.068, 0.054, 0.144], "orbital_gap_ev": [7.126, 7.130], "lumo_ev": [-0.780, -0.778], "total_energy_ev": -12821.94884, "relative_energy_kcal_mol": 128.7, "homo_energy_ev": [-7.905, -7.908]}



(2)
{"formula": "C4H7N3O2", "method": "ωB97M-V/def2-TZVPD", "symbols": ["C", "C", "O", "C", "N", "O", "C", "N", "N", "H", "H", "H", "H", "H", "H", "H"], "xyz": [[2.11, 0.98, -0.05], [1.14, -0.13, -0.30], [1.54, -1.33, 0.33], [-0.35, 0.11, 0.00], [-0.92, 1.24, 0.06], [-2.36, 1.06, 0.38], [-2.97, -0.06, -0.08], [-2.34, -1.17, -0.23], [-1.04, -1.05, 0.17], [1.79, 1.95, -0.56], [2.25, 1.23, 1.02], [3.08, 0.65, -0.47], [1.14, -0.43, -1.34], [1.45, -1.20, 1.29], [-4.08, 0.00, -0.16], [-0.44, -1.85, -0.06]], "lowdin_charge": [-0.048, -0.378, -0.039, -0.320, 0.168, -0.075, -0.214, 0.060, 0.006, 0.114, 0.087, 0.094, 0.149, 0.118, 0.138, 0.141], "orbital_gap_ev": 9.189, "lumo_ev": 0.668, "total_energy_ev": -12823.67229, "relative_energy_kcal_mol": 89.0, "smiles": "C[C@@H](O)C1=NOC=NN1", "homo_energy_ev": -8.521}



(3)
{"formula": "C4H7N3O2", "method": "ωB97M-V/def2-TZVPD", "symbols": ["O", "N", "C", "N", "C", "C", "C", "N", "O", "H", "H", "H", "H", "H", "H", "H"], "xyz": [[1.23, 1.47, -2.20], [-0.08, 1.04, -1.92], [-0.16, 0.32, -0.90], [-1.34, 0.15, -0.12], [-1.59, -0.86, 0.97], [-0.25, -1.22, 1.38], [0.89, -0.76, 0.80], [1.11, 0.05, -0.35], [1.62, 1.41, 0.25], [0.86, 1.64, -3.31], [-2.35, 0.52, -0.47], [-2.10, -0.43, 1.97], [-2.37, -1.83, 0.75], [0.24, -1.94, 2.17], [1.74, -1.17, 1.46], [2.55, 1.61, -0.46]], "lowdin_charge": [-0.161, -0.013, -0.407, 0.039, -0.242, -0.148, -0.133, -0.051, -0.112, 0.241, 0.194, 0.147, 0.164, 0.136, 0.122, 0.224], "orbital_gap_ev": 9.282, "lumo_ev": 0.628, "total_energy_ev": -12818.26898, "relative_energy_kcal_mol": 213.6, "smiles": "O/N=C1/NCC=CN1O", "homo_energy_ev": -8.653}



(4)
{"formula": "C4H7N3O2", "method": "ωB97M-V/def2-TZVPD", "symbols": ["C", "C", "C", "N", "O", "N", "N", "C", "O", "H", "H", "H", "H", "H", "H", "H"], "xyz": [[0.05, -0.50, -1.15], [-0.07, 0.04, 0.25], [0.82, -0.72, 1.24], [0.43, -2.12, 1.21], [0.23, -2.66, 2.27], [-1.47, -0.23, 0.83], [-2.74, 0.55, 0.73], [-2.51, -0.43, 1.71], [-2.90, -1.04, 2.63], [-0.18, -1.57, -1.16], [1.08, -0.36, -1.49], [-0.62, 0.02, -1.83], [0.10, 1.12, 0.30], [1.86, -0.69, 0.91], [0.74, -0.30, 2.26], [-2.65, 1.51, 1.08]], "lowdin_charge": [-0.062, -0.293, -0.173, -0.045, 0.032, 0.028, 0.127, -0.508, 0.155, 0.076, 0.084, 0.081, 0.141, 0.131, 0.125, 0.103], "orbital_gap_ev": 8.918, "lumo_ev": -0.135, "total_energy_ev": -12821.35983, "relative_energy_kcal_mol": 142.3, "smiles": "C[C@H](CN=O)N1NC1=O", "homo_energy_ev": -9.053}



(5)
{"formula": "C4H7N3O3", "method": "ωB97M-V/def2-TZVPD", "symbols": ["C", "C", "O", "C", "C", "N", "N", "O", "N", "O", "H", "H", "H", "H", "H", "H", "H"], "xyz": [[0.75, 1.28, 0.98], [0.25, 0.59, -0.38], [0.24, 1.53, -1.44], [-1.15, 0.12, -0.15], [-2.06, -1.10, -0.22], [-1.73, -2.34, -0.60], [-3.25, -0.65, 0.03], [-3.30, 0.61, 0.30], [-1.95, 1.10, 0.11], [-1.83, 2.31, 0.13], [0.26, 2.13, 1.14], [1.79, 1.54, 0.65], [0.73, 0.61, 1.85], [1.11, -0.08, -0.65], [-0.50, 2.09, -1.36], [-1.00, -2.62, -1.31], [-2.41, -3.09, -0.78]], "lowdin_charge": [-0.007, -0.318, -0.004, -0.046, -0.309, 0.108, 0.051, 0.052, -0.209, 0.030, 0.009, 0.100, 0.091, 0.159, 0.044, 0.136, 0.114], "orbital_gap_ev": 9.676, "lumo_ev": 0.546, "total_energy_ev": -14868.82079, "relative_energy_kcal_mol": 140.4, "smiles": "C[C@H](O)c1c(N)no[n+]1[O-]", "homo_energy_ev": -9.130}



(6)
{"formula": "C4H7N4", "method": "ωB97M-V/def2-TZVPD", "symbols": ["C", "C", "C", "C", "N", "N", "N", "N", "H", "H", "H", "H", "H", "H", "H"], "xyz": [[-0.36, 1.91, 0.40], [0.47, -0.57, 0.80], [-0.58, 0.24, -1.29], [-0.70, 0.51, 0.20], [0.23, 2.88, 0.42], [0.88, -1.35, -0.13], [0.92, -0.30, 2.02], [0.05, -1.15, -1.27], [-1.53, -0.02, -1.68], [0.19, 0.87, -1.75], [-1.72, 0.51, 0.69], [0.64, 0.44, 2.68], [1.73, -0.76, 2.22], [-0.82, -1.73, -1.24], [0.60, -1.46, -2.06]], "mulliken_spin": [0.013, 0.709, 0.028, -0.036, 0.012, 0.743, 0.517, -0.003, -0.013, 0.005, 0.011, -0.019, -0.019, 0.048, 0.005], "spin_multiplicity": 3, "orbital_gap_ev": [6.470, 7.476], "lumo_ev": [-3.596, -7.860], "charge": 1, "total_energy_ev": -10207.76096, "relative_energy_kcal_mol": 66.2, "homo_energy_ev": [-10.066, -15.336]}



Number 1: largest force on an atom 0.0223 Eh/bohr. Number 2: largest force on an atom 0.0473 Eh/bohr. Number 3: largest force on an atom 0.1368 Eh/bohr. Number 4: largest force on an atom 0.0571 Eh/bohr. Number 5: largest force on an atom 0.1067 Eh/bohr. Number 6: largest force on an atom 0.2267 Eh/bohr.